a) Below is 2 unconnected molecules or ions with the total composition C4H12NO2, with properties calculated with ωB97M-V/def2-TZVPD.

## Properties
Charge   +1
HOMO-LUMO gap (spin up / spin down)   8.4 / 8.4 eV
Lowest unoccupied orbital energy (spin up / spin down)   -4.71 / -4.71 eV

Element x y z (Å)
C: -1.6979 -0.7334 0.8579
C: 1.2963 1.2459 -0.6271
C: 1.4694 -1.0243 0.4066
C: -0.7609 0.2813 0.3062
N: 0.6949 0.3909 0.4665
O: -1.3830 1.3574 -0.0138
O: -0.5337 -0.8776 -1.6867
H: -1.1902 -1.4764 1.3774
H: -2.2831 -0.1538 1.5208
H: -2.3551 -1.2467 0.1341
H: 0.5492 1.6400 -1.3685
H: 1.6601 2.0902 -0.2187
H: 2.1682 0.7396 -1.1255
H: 1.0157 -1.5830 -0.4640
H: 2.5736 -0.7414 0.2554
H: 1.3565 -1.4603 1.4811
H: 0.9493 0.8650 1.2444
H: -2.3329 1.2582 -0.1503
H: -1.1962 -0.5714 -2.3959

Here are the Mulliken charges for atoms 1 to 2, given in e: atom 1 (C): -1.541, atom 2 (C): -0.831

b) Below is 2 unconnected molecules or ions with the total composition C4H12NO2, with properties calculated with ωB97M-V/def2-TZVPD.

## Properties
Charge   +1
HOMO-LUMO gap   11.3 eV
Lowest unoccupied orbital energy   -3.12 eV

Element x y z (Å)
O: 0.5562 2.3347 -0.0508
C: -0.5532 1.8999 0.0164
C: -0.7571 0.3862 0.3391
N: 0.4335 -0.2764 -0.2391
C: 0.5950 -0.3257 -1.7157
C: -0.7794 0.2304 1.8405
H: -1.4410 2.5300 -0.1228
H: -1.6706 0.1155 -0.1868
H: 0.5443 -1.2523 0.0913
H: 1.2303 0.1793 0.2107
H: 0.6192 0.6804 -2.1251
H: 1.5502 -0.7911 -1.9307
H: -0.2424 -0.8836 -2.1163
H: 0.1823 0.4655 2.2989
H: -1.5754 0.8238 2.2834
H: -0.9913 -0.7902 2.1752
H: -0.2263 -3.5812 -0.6434
H: 0.9266 -3.4906 0.4757
O: 0.3445 -3.0143 -0.1051

Here are the Mulliken charges for atoms 1 to 2, given in e: atom 1 (O): -0.413, atom 2 (C): -0.092

c) Below is 2 unconnected molecules or ions with the total composition C4H12NO2, with properties calculated with ωB97M-V/def2-TZVPD.

## Properties
Charge   +1
HOMO-LUMO gap   11.2 eV
Lowest unoccupied orbital energy   -3.32 eV

Element x y z (Å)
O: 1.7416 -1.4725 -0.8294
C: 1.7977 -0.2766 -0.8312
C: 0.8224 0.5903 -0.0450
N: -0.3112 -0.2842 0.3536
C: -0.1762 -1.0120 1.6710
C: 0.3535 1.8544 -0.7518
H: 2.4363 0.2661 -1.5462
H: 1.2397 0.8553 0.9291
H: -1.2253 0.1925 0.3125
H: -0.5007 -1.0810 -0.2654
H: 0.6138 -1.7460 1.5591
H: -1.0970 -1.5685 1.8123
H: -0.0011 -0.2706 2.4380
H: -0.4255 1.7555 -1.4949
H: 1.2613 2.3725 -1.0887
H: 0.0419 2.5142 0.0600
H: -3.3262 1.1882 -0.0996
H: -3.9329 -0.1393 0.3238
O: -3.0885 0.3121 0.2239

Here are the Mulliken charges for atoms 1 to 2, given in e: atom 1 (O): -0.428, atom 2 (C): -0.019

So which one wins? Going from most stable to least: b), c), a).

a) Below is a molecular structure, C8H14O2, with properties calculated with ωB97M-V/def2-TZVPD.

## Properties
HOMO-LUMO gap   8.5 eV
Lowest unoccupied orbital energy   0.80 eV

Element x y z (Å)
C: 1.8364 -0.6689 -0.5357
C: 0.2496 0.3284 0.2195
C: 2.9720 -0.2173 0.3404
C: 0.2604 1.6867 -0.4333
C: -2.2683 0.2505 0.6532
C: -0.6244 -0.6487 -0.2105
C: -2.6921 -0.1061 1.8663
C: -0.9858 -1.6830 -0.9240
O: 2.0508 -0.2520 -1.8430
O: -2.9842 1.0718 -0.1734
H: 1.3361 -0.5727 -2.4044
H: -3.7804 1.3992 0.2817
H: 1.6711 -1.7484 -0.4630
H: 0.4457 0.3208 1.2887
H: 3.9203 -0.6224 -0.0262
H: 2.8278 -0.5700 1.3608
H: 3.0572 0.8692 0.3380
H: 0.0943 1.6100 -1.5055
H: 1.2209 2.1745 -0.2693
H: -0.5496 2.2795 -0.0086
H: -2.0963 -0.7598 2.4860
H: -3.6669 0.1991 2.2499
H: -2.0246 -1.9815 -0.9157
H: -0.2702 -2.3588 -1.3720

Here are the Mulliken charges for atoms 1 to 2, given in e: atom 1 (C): 0.138, atom 2 (C): 0.377

b) Below is a single C8H14O2 molecule, with properties calculated with ωB97M-V/def2-TZVPD.

## Properties
Structure (SMILES)   C=CC(C)(C)O/C=C(/C)O
HOMO-LUMO gap (spin up / spin down)   7.7 / 7.7 eV
Lowest unoccupied orbital energy (spin up / spin down)   0.48 / 0.48 eV

Element x y z (Å)
C: 0.4384 -1.6685 1.0698
C: 0.3004 -0.3598 0.8489
C: 1.1618 0.4866 -0.4031
C: 2.4525 1.0982 0.1166
C: 1.3891 -0.4228 -1.5964
O: 0.2704 1.5392 -0.6951
C: -1.0374 1.3458 -0.4116
C: -1.5587 0.1111 -0.0320
C: -2.8322 0.1354 0.7930
O: -1.5728 -0.9136 -0.9981
H: 0.4404 -2.3893 0.2666
H: 0.5569 -2.0700 2.0686
H: 0.3079 0.3185 1.6964
H: 2.2569 1.7177 0.9928
H: 2.9282 1.7173 -0.6486
H: 3.1424 0.2934 0.3883
H: 2.0050 -1.2801 -1.3151
H: 0.4660 -0.7725 -2.0165
H: 1.9072 0.1375 -2.3712
H: -1.5305 2.2628 -0.1165
H: -3.7017 0.1786 0.1311
H: -2.9173 -0.7735 1.3912
H: -2.8669 0.9982 1.4527
H: -2.0062 -1.6901 -0.6118

Here are the Mulliken charges for atoms 1 to 2, given in e: atom 1 (C): -0.936, atom 2 (C): -0.151

So which one wins? Going from most stable to least: b), a).

a) Below is a molecular structure, C2H14O4S, with properties calculated with ωB97M-V/def2-TZVPD.

## Properties
HOMO-LUMO gap   5.4 eV
Lowest unoccupied orbital energy   -4.21 eV

Element x y z (Å)
C: 0.9273 1.2819 -0.1794
S: 2.0673 -0.0195 -0.8141
C: 1.1868 -1.4785 -0.3599
H: 0.8277 1.9991 -0.9896
H: -0.0125 0.8165 0.1024
H: 1.2797 1.7119 0.7591
H: 0.0688 -1.4594 -0.4886
H: 1.3104 -1.3319 0.7695
H: 1.6802 -2.3790 -0.7034
H: 1.2406 -0.7363 3.1308
H: -1.3562 -0.6713 0.6241
O: -1.4379 -0.0773 1.3955
H: -0.5546 -0.2903 1.7653
H: -1.1290 -2.2338 -1.6494
O: -1.1408 -1.5594 -0.9589
H: -0.9990 2.7506 1.2226
H: -1.2726 2.9983 0.5792
O: 0.8847 -0.5502 2.2515
H: -1.6030 0.8158 -2.7189
H: -1.0581 -0.2658 -1.6694
O: -0.9099 0.6786 -2.0684

Here are the Mulliken charges for atoms 1 to 2, given in e: atom 1 (C): -0.623, atom 2 (S): 0.186

b) Below is 6 unconnected molecules or ions with the total composition C2H14O4S, with properties calculated with ωB97M-V/def2-TZVPD.

## Properties
HOMO-LUMO gap   3.2 eV
Lowest unoccupied orbital energy   -5.62 eV

Element x y z (Å)
C: -1.2966 0.1098 -1.2902
S: 0.3760 0.7706 -1.7411
C: 1.2016 -0.6869 -1.1529
H: -1.9204 0.9448 -1.2360
H: -1.1844 -0.3077 -0.2619
H: -1.6227 -0.5719 -2.0480
H: 1.2215 -1.4468 -1.8981
H: 2.2995 -0.5235 -0.8772
H: 0.7830 -1.1544 -0.2943
H: -0.3100 -4.2543 0.8865
H: -0.2844 -1.3395 1.9656
O: -0.8423 -0.5901 2.1691
H: -0.1207 0.0729 1.9852
H: 1.6739 1.2847 2.4815
O: 1.1331 1.1890 1.6749
H: -0.7202 -3.0006 -1.8348
H: -0.3676 -3.3272 -0.3745
O: -0.0144 -3.3652 0.6496
H: -0.3498 3.4067 0.4301
H: -0.1444 2.0215 1.1433
O: -0.8261 2.6823 0.8123

Here are the Mulliken charges for atoms 1 to 2, given in e: atom 1 (C): -0.661, atom 2 (S): 0.191

So which one wins? Going from most stable to least: a), b).

a) Below is a molecular structure, C21H16BBrCaN4O9S, with properties calculated with ωB97M-V/def2-TZVPD.

## Properties
Charge   -2
HOMO-LUMO gap   5.9 eV
Lowest unoccupied orbital energy   3.67 eV

Element x y z (Å)
Ca: 0.2419 0.0188 1.0602
O: 6.4787 -0.9754 -0.0882
C: 5.1845 -0.6051 0.1696
C: 4.7345 -0.3912 1.4655
C: 3.4111 -0.0301 1.6397
N: 2.5821 0.1293 0.6162
C: 3.0087 -0.1054 -0.6201
C: 4.3121 -0.4736 -0.9024
C: 1.9281 -0.0446 -1.7132
O: 2.2821 -0.1490 -2.8872
O: 0.7476 0.0801 -1.2584
C: 2.7724 0.0854 3.0401
O: 3.5449 0.1643 4.0002
O: 1.5097 0.0420 3.0279
H: 6.9370 -1.0443 0.7541
H: 5.3628 -0.5099 2.3405
H: 4.6161 -0.6688 -1.9202
O: -0.4770 3.7587 1.9565
B: -0.7316 2.6602 1.0530
O: -1.4430 3.2869 -0.0577
C: -1.5786 4.6085 0.1993
C: -2.1837 5.5873 -0.5582
C: -2.1764 6.8884 -0.0460
C: -1.5838 7.1765 1.1769
C: -0.9752 6.1739 1.9386
C: -0.9870 4.8950 1.4252
H: -2.6476 5.3492 -1.5064
H: -2.6437 7.6835 -0.6147
H: -1.5938 8.1947 1.5478
H: -0.5104 6.3833 2.8932
C: -1.5664 -1.6980 -2.6740
N: -2.8246 -0.9776 -2.7351
C: -3.0269 0.2579 -2.2282
N: -1.9512 0.9252 -1.8254
S: -4.6047 0.8939 -2.1665
H: -1.6906 -2.6410 -3.2043
H: -1.2648 -1.9007 -1.6441
H: -0.7600 -1.1392 -3.1509
H: -3.6741 -1.4820 -2.9133
H: -1.0028 0.5468 -1.8464
H: -2.0803 1.8296 -1.3939
Br: -4.3117 -6.3492 0.2790
C: -2.4911 -5.8135 0.4283
C: -1.5019 -6.7779 0.3693
N: -0.2087 -6.4765 0.4617
C: 0.1150 -5.1932 0.6148
C: -0.8161 -4.1625 0.6861
C: -2.1607 -4.4812 0.5913
C: -0.3699 -2.7158 0.8497
O: 0.8511 -2.4880 0.8537
O: -1.2914 -1.8615 0.9509
H: -1.7573 -7.8237 0.2408
H: 1.1671 -4.9477 0.6853
H: -2.9003 -3.6930 0.6390

Here are the Mulliken charges for atoms 1 to 2, given in e: atom 1 (Ca): 1.110, atom 2 (O): -0.554

b) Below is a molecular structure, C21H16BBrCaN4O9S, with properties calculated with ωB97M-V/def2-TZVPD.

## Properties
Charge   -2
HOMO-LUMO gap   3.8 eV
Lowest unoccupied orbital energy   4.30 eV

Element x y z (Å)
Ca: 1.0624 -0.2063 -0.6137
O: -3.3032 -4.8925 -0.8625
C: -2.2517 -4.0062 -0.6474
C: -1.9789 -3.5124 0.5699
C: -0.8668 -2.5344 0.6999
N: -0.1197 -2.1874 -0.4682
C: -0.4787 -2.7598 -1.6300
C: -1.5008 -3.6577 -1.8065
C: 0.3272 -2.2905 -2.8638
O: 0.1327 -2.8226 -3.9501
O: 1.1400 -1.3100 -2.6481
C: -0.7150 -2.0585 1.9315
O: -0.8984 -1.9277 3.0994
O: 0.9468 -0.5865 1.6083
H: -3.7861 -4.9485 -0.0313
H: -2.5605 -3.7727 1.4458
H: -1.7266 -4.0562 -2.7819
O: 2.5268 1.0910 2.4086
B: 1.6789 -0.0798 2.5437
O: 1.8403 -0.5549 3.8940
C: 2.7212 0.2720 4.4953
C: 3.2001 0.2259 5.7845
C: 4.1228 1.2093 6.1685
C: 4.5349 2.1891 5.2812
C: 4.0434 2.2313 3.9698
C: 3.1375 1.2640 3.5996
H: 2.8738 -0.5432 6.4718
H: 4.5190 1.1990 7.1767
H: 5.2503 2.9368 5.6018
H: 4.3585 2.9877 3.2633
C: 0.8761 4.1171 -2.9749
N: 1.9407 3.4259 -2.2789
C: 2.2110 2.1108 -2.3725
N: 1.5132 1.3963 -3.2493
S: 3.4060 1.4492 -1.3373
H: 1.0005 5.1852 -2.8028
H: -0.1097 3.7967 -2.6369
H: 0.9382 3.9273 -4.0482
H: 2.3872 3.8726 -1.4974
H: 0.5612 1.7060 -3.4825
H: 1.6473 0.3799 -3.2865
Br: -4.8855 -1.5852 0.9740
C: -4.3324 -0.7524 -0.6393
C: -5.2259 -0.6865 -1.6953
N: -4.9494 -0.0659 -2.8394
C: -3.7561 0.5160 -2.9428
C: -2.8021 0.5011 -1.9339
C: -3.0826 -0.1727 -0.7495
C: -1.4834 1.2487 -2.1197
O: -1.2986 1.7988 -3.2243
O: -0.7101 1.2770 -1.1233
H: -6.2052 -1.1460 -1.6193
H: -3.5289 1.0260 -3.8699
H: -2.3420 -0.2242 0.0394

Here are the Mulliken charges for atoms 1 to 2, given in e: atom 1 (Ca): 2.083, atom 2 (O): -0.608

So which one wins? Going from most stable to least: a), b).

a) Below is 2 unconnected molecules or ions with the total composition C6H15N3, with properties calculated with ωB97M-V/def2-TZVPD.

## Properties
Structure (SMILES)   C/C(N)=C/N.C=CNC
HOMO-LUMO gap   8.0 eV
Lowest unoccupied orbital energy   0.94 eV

Element x y z (Å)
C: -0.7697 -1.9678 -1.2842
C: -0.9549 -1.1080 -0.0596
N: -0.6050 -1.6596 1.1716
C: -1.7796 -0.0282 -0.1292
N: -2.2210 0.6986 0.9487
H: -1.5382 -2.7449 -1.3421
H: -0.8105 -1.3708 -2.2016
H: 0.2103 -2.4557 -1.2537
H: -0.2873 -2.6233 1.1086
H: -1.3540 -1.5670 1.8542
H: -2.1578 0.3328 -1.0828
H: -1.6173 0.5580 1.7563
H: -2.3870 1.6786 0.7393
C: 2.0086 0.2120 -1.7650
C: 1.8789 0.5259 -0.4683
N: 1.1202 1.5784 0.0289
C: 1.0771 1.9212 1.4335
H: 1.2876 0.5428 -2.5044
H: 2.7805 -0.4775 -2.0886
H: 2.6073 0.1479 0.2489
H: 0.3027 1.7894 -0.5374
H: 0.3162 2.6861 1.6137
H: 2.0502 2.2896 1.7724
H: 0.8421 1.0413 2.0409

Here are the Mulliken charges for atoms 1 to 2, given in e: atom 1 (C): -1.561, atom 2 (C): 1.017

b) Below is 2 unconnected molecules or ions with the total composition C6H15N3, with properties calculated with ωB97M-V/def2-TZVPD.

## Properties
Structure (SMILES)   CC(N)(N)N.C=CC=C
HOMO-LUMO gap   9.2 eV
Lowest unoccupied orbital energy   0.63 eV

Element x y z (Å)
C: 1.2501 2.4865 -1.4976
C: 0.7075 1.3688 -0.6058
N: 0.5661 1.8760 0.7400
N: 1.6890 0.3018 -0.5549
N: -0.6107 0.9727 -1.1220
H: 2.1579 2.8763 -1.0509
H: 0.5091 3.2768 -1.5797
H: 1.4724 2.1026 -2.4897
H: -0.1168 2.6223 0.7447
H: 0.2351 1.1412 1.3579
H: 1.4140 -0.4202 0.1020
H: 1.8226 -0.1145 -1.4682
H: -0.5519 0.6966 -2.0944
H: -0.9899 0.1914 -0.5965
C: 0.6429 -1.9279 1.9078
C: -0.6180 -1.6551 1.5855
C: -1.3018 -2.2410 0.4517
C: -2.5489 -1.9363 0.1072
H: 1.2306 -2.6318 1.3407
H: 1.1315 -1.4688 2.7495
H: -1.1937 -0.9532 2.1762
H: -0.7325 -2.9562 -0.1298
H: -3.1328 -1.2260 0.6716
H: -3.0317 -2.3820 -0.7454

Here are the Mulliken charges for atoms 1 to 2, given in e: atom 1 (C): -1.593, atom 2 (C): 1.211

So which one wins? Going from most stable to least: b), a).

a) Below is 2 unconnected molecules or ions with the total composition C4H10N3O, with properties calculated with ωB97M-V/def2-TZVPD.

## Properties
Charge   +1
HOMO-LUMO gap   9.0 eV
Lowest unoccupied orbital energy   -3.43 eV

Element x y z (Å)
C: -1.2555 1.8244 1.7330
C: -1.0235 -0.4262 -1.6170
C: 0.3782 -0.9876 -1.8801
C: -0.2791 -1.0089 -0.4832
N: -0.3197 2.4551 1.1693
N: 0.1350 -0.1240 0.5437
N: 1.3652 -0.6481 1.1335
O: -1.9656 1.1694 2.3183
H: -1.4119 0.6533 -1.7600
H: -1.7625 -1.1001 -2.1081
H: 0.6283 -1.8428 -2.4173
H: 1.2092 -0.3803 -2.1171
H: -0.6208 -1.8390 0.0566
H: 0.2006 1.4962 0.5359
H: -0.2013 3.4282 0.9514
H: 1.6289 -0.1786 1.9361
H: 2.1859 -0.8300 0.4053
H: 1.1085 -1.6612 1.5994

Here are the Mulliken charges for atoms 1 to 2, given in e: atom 1 (C): 0.690, atom 2 (C): -0.620

b) Below is a gas-phase ion, C4H10N3O (charge +1), with properties calculated with ωB97M-V/def2-TZVPD.

## Properties
Charge   +1
Structure (SMILES)   C[C@@H]1N=N[C@H](O)[C@H]1[NH3+]
HOMO-LUMO gap   9.5 eV
Lowest unoccupied orbital energy   -3.88 eV

Element x y z (Å)
C: 0.9273 -1.8601 -1.1141
C: 0.1212 -0.6207 -0.8661
N: 0.7641 0.5316 -1.5228
N: 0.8220 1.5805 -0.9410
C: 0.1234 1.4939 0.4587
O: 0.8297 2.1081 1.4157
C: -0.1281 -0.0773 0.6385
N: -1.5518 -0.1738 1.0890
H: 1.5158 -1.4560 -1.9003
H: 0.2359 -2.5841 -1.5267
H: 1.6099 -2.1521 -0.2489
H: -0.8064 -0.6233 -1.4784
H: -0.9010 2.0094 0.3486
H: 1.4669 2.6611 0.9673
H: 0.5616 -0.4992 1.3256
H: -1.8626 -1.1030 0.9871
H: -2.1021 0.5065 0.4240
H: -1.6257 0.2584 1.9438

Here are the Mulliken charges for atoms 1 to 2, given in e: atom 1 (C): -1.188, atom 2 (C): -0.056

So which one wins? Going from most stable to least: b), a).